[1]
# C19H21F2N2O2S2

A 2-piece molecular cluster, C19H21F2N2O2S2 overall (wB97M-V/def2-TZVPD, OMol25).

Atoms and positions in Å:
C1 -1.6968 -1.3905 -4.6185
C2 -2.3119 -0.1014 -3.8101
N1 -1.2926 0.9561 -3.4306
C3 0.1325 0.4520 -3.5195
C4 1.0532 1.0786 -4.7667
C5 2.6189 0.5988 -4.8752
C6 3.2582 -0.4685 -3.7734
S1 5.0751 -0.9616 -3.8845
C7 2.3620 -1.1250 -2.5232
C8 0.7978 -0.6306 -2.4318
S2 -0.4116 -1.1957 -1.0644
C9 -1.3540 0.4209 -0.6779
C10 -1.6739 1.3650 -2.0133
C11 -2.4533 2.8067 -1.7881
C12 -2.8596 3.2330 -0.2314
C13 -2.5270 2.2587 1.0866
F1 -2.8945 2.7118 2.4716
C14 -1.7582 0.8136 0.8645
C15 -1.3339 -0.2408 2.0468
C16 -2.3539 -1.5433 1.9474
O1 -3.6196 -1.3441 2.3243
F2 -1.9652 -2.9083 1.5240
H1 -2.6350 -2.0557 -4.9385
H2 -1.0080 -2.0927 -3.9792
H3 -1.1527 -1.1074 -5.6206
H4 -2.9514 -0.4195 -2.8727
H5 -3.0789 0.4307 -4.5510
H6 0.5663 1.8602 -5.5208
H7 3.2899 1.0587 -5.7454
H8 5.1570 -2.3154 -4.2639
H9 2.8059 -1.8831 -1.7442
H10 -2.7184 3.4885 -2.7305
H11 -3.4067 4.2849 -0.0963
H12 -0.1927 -0.5421 1.8676
H13 -1.4841 0.2951 3.0783
C17 0.6850 -1.9441 5.6314
C18 1.3997 -1.0079 4.7060
O2 1.1279 -0.8105 3.5388
N2 2.5136 -0.2596 5.1520
C19 2.2172 1.1859 5.2944
H14 0.0763 -2.6401 5.0479
H15 1.4127 -2.5204 6.2093
H16 0.0422 -1.3739 6.3056
H17 2.8963 -0.6547 6.0120
H18 3.1693 -0.3303 4.3656
H19 3.1187 1.6640 5.6851
H20 1.3902 1.3059 5.9994
H21 1.9681 1.5982 4.3130

Forces on atoms 1 to 3 (eV/Å):
C -1.02 -0.73 -0.28
C -1.53 -0.95 -1.62
N 1.07 -1.39 3.04

* HOMO level: -10.1053 eV
* total charge: +1
* multiplicity: 1

[2]
# C19H21FN2O5S

A single C19H21FN2O5S molecule (wB97M-V/def2-TZVPD, OMol25).

Atoms and positions in Å:
C1 1.1850 -4.1788 1.7440
O1 1.4930 -2.9223 0.8671
C2 0.3028 -2.4678 0.2642
C3 -1.0254 -3.0898 0.2180
C4 -2.1337 -2.3296 -0.2273
C5 -1.8846 -1.2391 -0.8425
S1 -3.0207 -0.2605 -1.9003
O2 -3.0664 -0.9314 -3.2528
O3 -4.3095 -0.2544 -1.2083
N1 -2.6954 1.2814 -1.8394
C6 -3.1200 2.3090 -0.9757
C7 -2.3271 1.9016 0.3390
C8 -2.7970 3.1195 1.5300
C9 -3.9624 2.0914 2.1176
C10 -3.4770 0.5405 1.8358
O4 -2.4385 0.5761 0.8989
C11 -0.5302 -0.6031 -1.2430
C12 0.4680 -1.2437 -0.5514
N2 1.8850 -0.8786 -0.4940
C13 2.2685 0.5630 -0.9136
O5 1.5577 1.3399 -1.5291
C14 3.8377 0.2821 -0.8799
C15 4.6218 -0.6005 -1.1378
C16 6.0685 -0.5805 -1.0700
C17 6.5174 0.6903 -0.4390
C18 5.7597 1.7212 -0.2300
C19 4.4185 1.6886 -0.1779
F1 3.6112 2.6972 0.3194
H1 0.8923 -5.0049 1.0447
H2 2.2501 -4.6006 2.0745
H3 0.4896 -3.9012 2.3985
H4 -1.1955 -3.9079 0.9832
H5 -2.9411 -2.6511 -0.2235
H6 -2.6917 1.6152 -2.8227
H7 -4.2122 1.9324 -0.8440
H8 -3.0221 3.2710 -1.2479
H9 -1.2839 2.1382 0.1309
H10 -2.0188 3.0981 2.0476
H11 -3.2056 3.8952 1.3981
H12 -5.0338 2.4445 1.7898
H13 -4.0923 2.2077 3.1120
H14 -3.4385 0.0527 2.7645
H15 -4.4521 0.0932 1.1289
H16 -0.3219 0.4367 -1.9361
H17 2.4225 -1.4044 0.1660
H18 4.3341 -1.3216 -1.7353
H19 6.6426 -1.1609 -1.3680
H20 7.6133 0.8181 -0.5797
H21 6.0581 2.7282 0.4959

Forces on atoms 1 to 3 (eV/Å):
C 5.94 -1.17 -5.04
O -2.83 -2.15 0.87
C -2.63 -0.16 -1.55

* relative energy (zero: lowest compared OMol25 entry of this formula, charge and spin): 405.02 kcal per mole
* HOMO level: -8.4716 eV
* multiplicity: 1

[3]
# C19H21FeO3

C19H21FeO3 as an isolated structure (wB97M-V/def2-TZVPD, OMol25).

Atoms and positions in Å:
C1 1.7258 1.6645 1.6362
O1 0.3613 1.9497 1.2991
C2 -0.3789 0.8485 0.7807
C3 -1.8661 1.2409 1.0967
C4 -2.8057 0.2148 1.3169
C5 -4.1215 0.5071 1.6821
C6 -4.5761 1.8268 1.7867
C7 -6.0212 2.1320 2.0084
C8 -3.6146 2.8304 1.6516
C9 -2.2975 2.5579 1.2914
H1 2.1755 2.6351 1.8504
H2 1.7986 1.0259 2.5328
H3 2.2515 1.1650 0.8055
H4 -0.1963 0.0069 1.4829
H5 -2.4708 -0.8363 1.2663
H6 -4.8334 -0.2964 1.8676
H7 -6.1811 3.2062 2.0756
H8 -6.6767 1.7561 1.2162
H9 -6.3686 1.6809 2.9394
H10 -3.9284 3.8519 1.8096
H11 -1.5748 3.3704 1.2468
O2 4.4801 0.4957 -2.7399
C10 3.9111 -0.2974 -2.1098
Fe1 2.7534 -1.7276 -1.7431
C11 3.0429 -2.4627 -3.4252
O3 3.1974 -2.6852 -4.5544
C12 1.2007 -0.6459 -2.4869
C13 1.0034 0.4334 -1.5894
C14 -0.2215 0.5849 -0.6478
C15 3.5715 -1.9400 0.0978
C16 3.9445 -2.9958 -0.8163
C17 2.7459 -3.6842 -1.2108
C18 1.6218 -3.0111 -0.6040
C19 2.1416 -1.9227 0.1915
H12 1.6934 -0.4731 -3.4565
H13 0.4295 -1.4215 -2.6295
H14 1.5652 1.3322 -1.8850
H15 -0.8788 1.2748 -1.2234
H16 -0.6223 -0.4256 -0.7725
H17 4.2523 -1.2706 0.6382
H18 4.9635 -3.2985 -1.0397
H19 2.6826 -4.5931 -1.8182
H20 0.5671 -3.3268 -0.6672
H21 1.5536 -1.2775 0.8490

Forces on atoms 1 to 3 (eV/Å):
C -0.73 0.05 -0.12
O 1.01 -0.16 -0.35
C -0.78 1.90 3.64

* HOMO level (spin up / spin down): -11.1010 / -11.1004 eV
* total charge: +1
* multiplicity: 5
* expectation value of S²: 6.091

[4]
# C19H21NO2

A single C19H21NO2 molecule (wB97M-V/def2-TZVPD, OMol25).

Atoms and positions in Å:
O1 -1.4804 -0.3189 2.1491
C1 -2.0165 0.2606 1.2257
C2 -3.1275 -0.3547 0.4649
C3 -3.3494 -1.7247 0.6002
C4 -4.3964 -2.3345 -0.0599
C5 -5.2403 -1.5742 -0.8551
C6 -5.0296 -0.2127 -0.9905
C7 -3.9764 0.4119 -0.3392
C8 -3.7243 1.8826 -0.4784
C9 -2.2202 2.1326 -0.4782
C10 -1.6109 1.6720 0.8432
C11 -0.0620 1.8148 0.8716
N1 0.6555 1.2093 -0.2157
C12 0.5197 -0.2233 -0.3367
C13 1.5285 -0.7698 -1.3545
C14 2.9324 -0.5832 -0.8559
C15 3.5157 -1.5344 -0.0311
C16 4.7919 -1.3564 0.4700
C17 5.5091 -0.2100 0.1535
O2 6.7707 0.0084 0.6221
C18 4.9325 0.7509 -0.6696
C19 3.6578 0.5604 -1.1638
H1 -2.6798 -2.2890 1.2323
H2 -4.5600 -3.3966 0.0446
H3 -6.0639 -2.0436 -1.3729
H4 -5.6909 0.3748 -1.6119
H5 -4.1793 2.2574 -1.3974
H6 -4.1845 2.4137 0.3616
H7 -2.0079 3.1938 -0.6282
H8 -1.7784 1.5775 -1.3098
H9 -1.9897 2.3103 1.6519
H10 0.2943 1.3607 1.8005
H11 0.1930 2.8777 0.8816
H12 0.4445 1.6650 -1.0970
H13 -0.5006 -0.5340 -0.6343
H14 0.7205 -0.6585 0.6459
H15 1.3238 -1.8305 -1.5108
H16 1.3949 -0.2488 -2.3052
H17 2.9670 -2.4297 0.2245
H18 5.2345 -2.1086 1.1108
H19 7.0386 -0.7283 1.1843
H20 5.4992 1.6372 -0.9070
H21 3.2180 1.3147 -1.7983

Forces on atoms 1 to 3 (eV/Å):
O -0.06 0.05 -0.14
C 0.01 0.20 0.28
C -0.38 -0.43 -0.11

* relative energy (zero: lowest compared OMol25 entry of this formula, charge and spin): 13.50 kcal per mole
* HOMO level: -8.1886 eV
* multiplicity: 1

[5]
# C19H21NO4

A single C19H21NO4 molecule (wB97M-V/def2-TZVPD, OMol25).

Atoms and positions in Å:
C1 -2.8150 1.6537 3.9493
C2 -2.4864 1.5397 2.6771
C3 -2.2848 0.2330 1.9706
O1 -1.0339 0.1924 1.2920
C4 -0.9150 0.9922 0.1793
C5 0.1389 1.9094 0.1353
C6 1.1880 1.9116 1.2242
N1 2.4843 1.4928 0.7241
C7 2.6801 0.2636 0.1360
C8 3.7993 0.0707 -0.6841
C9 4.0662 -1.1595 -1.2512
C10 3.2246 -2.2348 -1.0317
C11 2.1081 -2.0585 -0.2172
C12 1.1671 -3.1637 0.0442
O2 0.1405 -3.0715 0.6746
O3 1.5465 -4.3354 -0.4990
C13 1.8405 -0.8254 0.3676
C14 0.2581 2.7670 -0.9485
C15 -0.6545 2.7261 -1.9857
C16 -1.6543 1.7725 -1.9800
C17 -1.7776 0.8816 -0.9217
O4 -2.7682 -0.0716 -0.9889
C18 -2.3109 -1.4231 -0.9664
C19 -1.5054 -1.7723 -2.2122
H1 -2.9649 2.6126 4.4152
H2 -2.9602 0.7888 4.5754
H3 -2.3369 2.4153 2.0574
H4 -2.2462 -0.5972 2.6794
H5 -3.1129 0.0686 1.2690
H6 1.3073 2.9165 1.6374
H7 0.8827 1.2402 2.0291
H8 3.0223 2.2322 0.2957
H9 4.4622 0.9045 -0.8721
H10 4.9368 -1.2774 -1.8796
H11 3.4193 -3.1943 -1.4816
H12 0.8918 -5.0170 -0.2829
H13 0.9701 -0.7430 0.9957
H14 1.0669 3.4835 -0.9692
H15 -0.5701 3.4147 -2.8125
H16 -2.3495 1.6870 -2.8006
H17 -3.2285 -2.0151 -0.9244
H18 -1.7097 -1.6284 -0.0749
H19 -2.0816 -1.5610 -3.1103
H20 -1.2513 -2.8282 -2.1931
H21 -0.5840 -1.1927 -2.2406

Forces on atoms 1 to 3 (eV/Å):
C -0.04 0.07 0.08
C 0.24 -0.19 -0.22
C -0.49 -0.01 0.22

* relative energy (zero: lowest compared OMol25 entry of this formula, charge and spin): 44.33 kcal per mole
* HOMO level: -7.9664 eV
* multiplicity: 1

[6]
# C19H21NO4S

A 2-piece molecular cluster, C19H21NO4S overall (wB97M-V/def2-TZVPD, OMol25).

Atoms and positions in Å:
C1 3.7010 -1.7171 -0.3442
C2 2.4171 -0.9132 -0.5218
C3 2.5029 0.4465 0.1320
O1 3.1031 0.5548 1.1534
O2 1.8547 1.4824 -0.4508
C4 0.8777 2.0664 0.4080
C5 -0.3507 2.4763 -0.4253
C6 -1.5419 1.6272 -0.0505
C7 -2.2231 1.9034 1.1386
C8 -3.2996 1.1214 1.5228
C9 -3.6943 0.0610 0.7172
C10 -3.0254 -0.2289 -0.4627
C11 -1.9430 0.5574 -0.8424
N1 -3.4566 -1.3164 -1.2615
C12 -3.6293 -2.5209 -0.5701
C13 -3.0869 -3.7273 -1.0151
C14 -3.2842 -4.9037 -0.3167
C15 -4.0359 -4.9192 0.8543
C16 -4.5783 -3.7203 1.3058
C17 -4.3857 -2.5401 0.6052
S1 -5.0673 -0.9925 1.1437
H1 3.4811 -2.7831 -0.4191
H2 4.1515 -1.5114 0.6187
H3 4.3870 -1.4891 -1.1533
H4 2.1940 -0.8256 -1.5844
H5 1.5664 -1.4250 -0.0662
H6 0.5734 1.3195 1.1419
H7 1.2884 2.9192 0.9480
H8 -0.1127 2.3513 -1.4765
H9 -0.6235 3.5078 -0.2258
H10 -1.8877 2.7188 1.7610
H11 -3.8091 1.3276 2.4510
H12 -1.4032 0.3483 -1.7559
H13 -2.8676 -1.4212 -2.0751
H14 -2.5020 -3.7306 -1.9261
H15 -2.8545 -5.8380 -0.6460
H16 -4.1951 -5.8340 1.3997
H17 -5.1496 -3.6722 2.2218
O3 6.5161 3.2821 -1.3852
C18 5.5803 4.0426 -0.7529
C19 4.6492 3.2602 0.2707
O4 3.7071 4.0521 0.8635
H18 4.8520 4.5635 -1.4339
H19 5.9925 4.8924 -0.1431
H20 5.3647 2.7477 0.9680
H21 4.2473 2.3999 -0.3208

Forces on atoms 1 to 3 (eV/Å):
C -0.38 -0.32 -0.22
C 0.09 0.11 -0.83
C 0.80 0.16 0.20

* relative energy (zero: lowest compared OMol25 entry of this formula, charge and spin): 0.00 kcal per mole
* HOMO level: 2.2907 eV
* total charge: -2
* multiplicity: 1

[7]
# C19H21O7

C19H21O7 as an isolated structure (wB97M-V/def2-TZVPD, OMol25).

Atoms and positions in Å:
C1 -3.6192 -0.7298 1.9209
C2 -2.4531 0.1842 1.9687
O1 -1.3689 -0.5120 2.5557
C3 -0.2076 0.1723 2.4303
C4 0.9120 -0.5133 3.1854
C5 2.1340 -0.3327 2.3617
C6 2.8132 -1.5896 1.8400
O2 2.5576 0.8224 2.1200
O3 -0.1340 1.2020 1.7751
H1 -4.4479 -0.1751 1.4996
H2 -3.3991 -1.5877 1.2721
H3 -3.9358 -1.1070 2.8987
H4 -2.1380 0.5241 0.9871
H5 -2.7198 1.0461 2.5861
H6 0.6243 -1.5088 3.5301
H7 2.0829 -2.3917 1.6166
H8 3.3751 -1.3281 0.9245
H9 3.5536 -1.9381 2.5910
C7 -2.0431 0.6985 7.8676
C8 -2.6984 -0.3029 6.9132
C9 -4.1249 -0.6613 7.2941
O4 -2.7948 0.2464 5.5687
C10 -1.5636 0.6770 5.1119
O5 -1.4385 1.6555 4.4063
C11 -0.4186 -0.1771 5.5013
C12 0.8631 0.1649 5.0826
C13 2.0227 -0.3333 5.8603
C14 1.9046 -0.8298 7.1962
C15 3.0580 -1.1980 7.9167
C16 4.3074 -1.2145 7.2937
C17 4.4417 -0.7400 5.9818
C18 3.3144 -0.2403 5.3133
C19 -0.7429 -1.5072 6.1579
O6 -0.0656 -2.5235 6.0511
O7 -1.9379 -1.5404 6.8588
H10 -0.9988 0.9247 7.5938
H11 -2.6163 1.6378 7.8624
H12 -2.0654 0.2906 8.8880
H13 -4.5169 -1.3910 6.5912
H14 -4.1565 -1.0691 8.3063
H15 -4.7410 0.2374 7.2558
H16 0.9657 1.1240 4.5417
H17 0.9362 -0.9205 7.6848
H18 2.9300 -1.4368 8.9821
H19 5.1821 -1.6121 7.8224
H20 5.4194 -0.7327 5.4750
H21 3.4221 0.2122 4.3234

Forces on atoms 1 to 3 (eV/Å):
C -0.46 -0.92 -0.36
C -0.31 0.34 0.31
O 0.36 -0.02 0.08

* relative energy (zero: lowest compared OMol25 entry of this formula, charge and spin): 6.52 kcal per mole
* HOMO level: -3.8786 eV
* total charge: -1
* multiplicity: 1

[8]
# C19H22AlBClF11N2O3S

C19H22AlBClF11N2O3S as an isolated structure (wB97M-V/def2-TZVPD, OMol25).

Atoms and positions in Å:
C1 0.1816 -0.7339 4.7082
C2 -0.3281 -1.2891 3.7996
C3 -0.9142 -2.0036 2.6959
C4 -2.1871 -1.2715 2.2189
C5 -2.3747 -1.3715 0.7051
C6 -1.1922 -0.8128 -0.0275
C7 -0.9765 0.5636 -0.1217
C8 -1.9069 1.5830 0.4650
O1 -2.9813 1.3909 0.8942
O2 -1.3566 2.8853 0.5304
C9 -1.6427 3.7305 -0.5163
F1 -2.1371 3.0622 -1.5753
F2 -0.4871 4.2990 -0.9026
C10 -2.6133 4.9002 -0.1536
F3 -1.9484 5.8101 0.5597
F4 -2.9896 5.4561 -1.3280
C11 -3.9111 4.4961 0.5826
F5 -4.5653 3.5656 -0.1052
F6 -4.6852 5.5930 0.6673
F7 -3.6380 4.0789 1.8144
C12 0.1540 1.0347 -0.7866
C13 1.0684 0.1840 -1.3501
B1 2.3131 0.8862 -2.0635
O3 3.0430 0.2356 -2.9890
N1 2.5894 2.2752 -1.6806
C14 2.2206 3.1796 -2.7876
C15 3.9834 2.4550 -1.2499
N2 0.8665 -1.1582 -1.2545
C16 1.8326 -2.0923 -1.8424
S1 1.3620 -2.3667 -3.5806
C17 1.5212 -4.1600 -3.7879
C18 0.1988 -4.7657 -4.2605
C19 -0.2278 -1.6376 -0.6257
Cl1 -0.4484 -3.3254 -0.5672
H1 0.4137 -0.0395 5.4722
H2 -0.1873 -2.1183 1.8943
H3 -1.1498 -3.0061 3.0436
H4 -2.1690 -0.2573 2.5839
H5 -3.0373 -1.7635 2.6751
H6 -2.5660 -2.4036 0.4522
H7 -3.2453 -0.8146 0.3864
H8 0.3557 2.0847 -0.8402
H9 3.6609 0.8121 -3.4513
H10 3.0849 3.7041 -3.1860
H11 1.7825 2.6463 -3.6324
H12 1.4930 3.9248 -2.4836
H13 4.0750 3.4270 -0.7771
H14 4.2171 1.7212 -0.4861
H15 4.6973 2.4238 -2.0760
H16 1.7787 -3.0508 -1.3535
H17 2.8376 -1.7219 -1.7235
H18 2.2716 -4.3630 -4.5390
H19 1.8593 -4.6155 -2.8639
H20 -0.3934 -5.1055 -3.4188
H21 0.4046 -5.6259 -4.8879
H22 -0.3692 -4.0551 -4.8465
F8 1.1784 -1.7684 7.3696
Al1 0.4744 -3.3019 7.6037
F9 1.5823 -4.3327 8.3562
F10 0.0409 -3.9378 6.0855
F11 -0.9132 -3.1391 8.5581

Forces on atoms 1 to 3 (eV/Å):
C 0.18 1.59 1.22
C -0.08 -0.90 -1.19
C -0.41 -0.11 0.13

* relative energy (zero: lowest compared OMol25 entry of this formula, charge and spin): 4.27 kcal per mole
* HOMO level: -9.4063 eV
* multiplicity: 1

[9]
# C19H22B2Br2N12Sn

C19H22B2Br2N12Sn as an isolated structure (wB97M-V/def2-TZVPD, OMol25).

Atoms and positions in Å:
Sn1 0.0060 0.1865 -0.0056
C1 0.1395 0.0335 4.5705
C2 -0.4017 0.4207 3.3524
N1 0.1839 -0.2511 2.3677
N2 1.0939 -1.0673 2.9124
C3 1.0897 -0.9123 4.2427
B1 1.9386 -1.9486 1.9903
N3 0.9885 -2.7179 1.0464
C4 0.7969 -4.0396 0.9463
C5 -0.1461 -4.2764 -0.0332
C6 -0.4954 -3.0138 -0.4879
N4 0.1928 -2.0930 0.1722
N5 2.8517 -1.0399 1.1398
C7 4.1801 -0.8842 1.2223
C8 4.5758 0.0192 0.2580
C9 3.3974 0.3869 -0.3783
N6 2.3738 -0.2603 0.1677
N7 2.8241 -2.9248 2.7358
C10 3.7033 -3.7806 2.1596
C11 4.3759 -4.4426 3.1589
C12 3.8384 -3.9234 4.3450
N8 2.9196 -3.0298 4.0593
H1 -0.1087 0.3901 5.5476
H2 -1.1689 1.1398 3.1292
H3 1.7476 -1.4808 4.8701
H4 1.3204 -4.7431 1.5616
H5 -0.5198 -5.2222 -0.3653
H6 -1.1922 -2.7157 -1.2445
H7 4.7728 -1.4047 1.9462
H8 5.5700 0.3572 0.0567
H9 3.2338 1.0778 -1.1855
H10 3.7985 -3.8482 1.0943
H11 5.1337 -5.1902 3.0612
H12 4.0817 -4.1583 5.3603
B2 -2.8590 -0.0265 -2.8645
N9 -3.2317 -0.0819 -1.4091
C13 -4.5261 -0.0101 -1.0193
C14 -4.5842 -0.1574 0.3437
C15 -3.2454 -0.3199 0.7241
N10 -2.4568 -0.2678 -0.3429
N11 -1.4038 -0.0811 -3.2402
C16 -1.0170 -0.0066 -4.5352
C17 0.3469 -0.1459 -4.5960
C18 0.7307 -0.3074 -3.2583
N12 -0.3351 -0.2621 -2.4676
H13 -3.4233 -0.9277 -3.4268
H14 -3.3497 0.9514 -3.3548
H15 -5.3137 0.1430 -1.7294
H16 -5.4540 -0.1428 0.9671
H17 -2.8286 -0.4862 1.6992
H18 -1.7294 0.1419 -5.3216
H19 0.9679 -0.1264 -5.4675
H20 1.7072 -0.4687 -2.8426
Br1 0.0060 4.0466 0.0110
C19 1.3527 4.4288 1.3491
Br2 2.1160 2.8061 2.0821
H21 0.8837 4.9846 2.1578
H22 2.1489 5.0016 0.8791

Forces on atoms 1 to 3 (eV/Å):
Sn -0.32 -2.44 -0.27
C -0.06 0.06 -0.24
C -0.09 0.17 0.16

* HOMO level (spin up / spin down): -10.9427 / -10.8859 eV
* total charge: +1
* multiplicity: 2
* expectation value of S²: 0.757

| no. | E_tot (Eh) | maximum force (eV/A) |
| --- | --- | --- |
| 1 | -1991.70773 | 9.49 |
| 2 | -1719.73907 | 19.82 |
| 3 | -2225.57612 | 7.41 |
| 4 | -941.86300 | 0.59 |
| 5 | -1092.31418 | 0.71 |
| 6 | -1490.34711 | 1.34 |
| 7 | -1263.34050 | 3.86 |
| 8 | -3296.87012 | 2.01 |
| 9 | -6806.20194 | 2.48 |